(1)
Molecular formula: C15H16N2O5S
Method: DFT, ωB97M-V/def2-TZVPD

Computed properties:
**Highest occupied orbital energy**: -8.10 eV
**HOMO-LUMO gap**: 8.32 eV
**E_LUMO**: 0.2146 eV
**Structure (SMILES)**: COC(=O)c1sc(NC(=O)COc2ccc(OC)cc2)nc1C
**Energy**: -39867.639 eV

Last column: Mulliken charge in e.
Atoms and positions in Å:
C (-0.729, 5.526, 0.550)  -0.691
O (0.111, 4.412, 0.297)  -0.297
C (-0.479, 3.347, -0.273)  0.466
O (-1.652, 3.305, -0.557)  -0.634
C (0.485, 2.280, -0.494)  1.084
S (2.137, 2.475, 0.020)  -0.265
C (2.452, 0.873, -0.628)  0.465
N (3.714, 0.358, -0.551)  -0.061
C (4.119, -0.959, -0.625)  0.105
O (5.290, -1.231, -0.689)  -0.614
C (2.998, -1.984, -0.584)  -0.483
O (2.213, -1.712, 0.556)  -0.478
C (0.876, -2.006, 0.516)  0.362
C (0.285, -2.894, -0.376)  -0.224
C (-1.076, -3.118, -0.325)  -0.715
C (-1.878, -2.474, 0.615)  0.635
O (-3.210, -2.764, 0.564)  -0.452
C (-4.067, -2.135, 1.485)  -0.818
C (-1.282, -1.600, 1.519)  -0.378
C (0.081, -1.372, 1.464)  -0.571
N (1.430, 0.300, -1.166)  -0.218
C (0.310, 1.055, -1.098)  -0.312
C (-0.954, 0.530, -1.668)  -1.010
H (-1.535, 5.247, 1.232)  0.300
H (-0.095, 6.287, 0.998)  0.218
H (-1.168, 5.890, -0.381)  0.303
H (4.464, 1.021, -0.389)  0.252
H (3.445, -2.984, -0.527)  0.411
H (2.409, -1.883, -1.503)  0.422
H (0.875, -3.422, -1.108)  0.425
H (-1.545, -3.803, -1.015)  0.416
H (-5.065, -2.508, 1.259)  0.236
H (-3.810, -2.395, 2.517)  0.322
H (-4.053, -1.046, 1.370)  0.326
H (-1.865, -1.085, 2.265)  0.367
H (0.548, -0.694, 2.160)  0.456
H (-1.738, 1.276, -1.592)  0.332
H (-1.245, -0.371, -1.130)  0.029
H (-0.796, 0.257, -2.710)  0.288

***

(2)
Molecular formula: C15H16N4
Method: DFT, ωB97M-V/def2-TZVPD

Computed properties:
**Highest occupied orbital energy**: -8.06 eV
**HOMO-LUMO gap**: 8.35 eV
**E_LUMO**: 0.2917 eV
**Structure (SMILES)**: CCCN(c1ccncc1)n1cc2ccccc2n1
**Energy**: -21772.885 eV

Last column: Mulliken charge in e.
Atoms and positions in Å:
C (-0.385, 4.033, -0.714)  -1.348
C (-0.629, 2.705, -0.004)  0.074
C (-1.118, 1.540, -0.908)  -1.168
N (-1.033, 0.245, -0.194)  -0.362
C (-1.895, -0.146, 0.878)  0.791
C (-3.025, 0.614, 1.189)  -0.370
C (-3.879, 0.199, 2.238)  -0.455
N (-3.658, -0.932, 2.919)  -0.633
C (-2.541, -1.606, 2.700)  -0.405
C (-1.665, -1.245, 1.698)  -0.237
N (0.179, -0.472, -0.365)  1.102
C (0.336, -1.505, -1.259)  -0.491
C (1.666, -1.826, -1.191)  0.796
C (2.471, -2.724, -1.891)  -1.038
C (3.850, -2.779, -1.698)  -0.512
C (4.419, -2.000, -0.684)  -0.444
C (3.578, -1.108, 0.076)  -0.576
C (2.209, -1.005, -0.209)  0.685
N (1.342, -0.216, 0.336)  -1.032
H (-1.351, 4.401, -1.115)  0.310
H (0.264, 3.935, -1.589)  0.340
H (0.039, 4.782, -0.032)  0.363
H (-1.277, 2.940, 0.812)  0.302
H (0.354, 2.403, 0.443)  0.251
H (-2.062, 1.725, -1.325)  0.449
H (-0.448, 1.498, -1.766)  0.419
H (-3.312, 1.520, 0.657)  0.296
H (-4.808, 0.737, 2.424)  0.335
H (-2.291, -2.463, 3.333)  0.339
H (-0.788, -1.872, 1.581)  0.313
H (-0.495, -1.941, -1.855)  0.417
H (2.016, -3.366, -2.649)  0.340
H (4.461, -3.510, -2.195)  0.382
H (5.494, -2.091, -0.498)  0.354
H (3.979, -0.472, 0.857)  0.415

***

(3)
Molecular formula: C15H16N4O4S
Method: DFT, ωB97M-V/def2-TZVPD

Computed properties:
**Highest occupied orbital energy**: -8.66 eV
**HOMO-LUMO gap**: 8.90 eV
**E_LUMO**: 0.2444 eV
**Structure (SMILES)**: CC(C)c1nnc(NC(=O)CC(=O)Nc2ccccc2C(=O)O)s1
**Energy**: -40801.797 eV

Last column: Mulliken charge in e.
Atoms and positions in Å:
C (-3.467, -0.573, -1.864)  -1.519
C (-3.823, -0.662, -0.383)  0.787
C (-5.092, 0.137, -0.067)  -1.354
C (-2.699, -0.151, 0.447)  -0.012
N (-1.705, 0.527, 0.017)  -0.502
N (-0.833, 0.897, 0.946)  -0.058
C (-1.136, 0.492, 2.133)  0.403
N (-0.406, 0.704, 3.261)  -0.047
C (0.936, 1.020, 3.370)  0.235
O (1.421, 1.167, 4.463)  -0.621
C (1.686, 1.157, 2.070)  -0.511
C (1.520, -0.090, 1.195)  0.214
O (1.210, -1.169, 1.646)  -0.678
N (1.810, 0.172, -0.107)  -0.012
C (1.661, -0.646, -1.212)  0.492
C (1.227, -1.968, -1.107)  -0.502
C (1.077, -2.752, -2.232)  -0.631
C (1.360, -2.243, -3.493)  -0.667
C (1.790, -0.940, -3.617)  -0.632
C (1.946, -0.123, -2.494)  -0.012
C (2.400, 1.261, -2.678)  0.955
O (2.590, 2.072, -1.790)  -0.739
O (2.608, 1.600, -3.956)  -0.460
S (-2.641, -0.419, 2.192)  -0.262
H (-2.564, -1.140, -2.072)  0.334
H (-3.290, 0.461, -2.143)  0.323
H (-4.282, -0.970, -2.465)  0.441
H (-3.996, -1.710, -0.110)  0.292
H (-5.925, -0.244, -0.653)  0.385
H (-5.345, 0.057, 0.988)  0.390
H (-4.945, 1.186, -0.312)  0.339
H (-0.855, 0.484, 4.143)  0.220
H (2.743, 1.292, 2.305)  0.519
H (1.317, 2.030, 1.531)  0.449
H (2.083, 1.125, -0.354)  0.225
H (1.010, -2.368, -0.131)  0.565
H (0.739, -3.772, -2.126)  0.415
H (1.245, -2.862, -4.369)  0.421
H (2.013, -0.530, -4.589)  0.463
H (2.902, 2.524, -4.001)  0.350

***

(4)
Molecular formula: C15H16N6O6V
Method: DFT, ωB97M-V/def2-TZVPD

Computed properties:
**Highest occupied orbital energy (spin up / spin down)**: -6.44 / -5.34 eV
**HOMO-LUMO gap (spin up / spin down)**: 6.61 / 5.43 eV
**E_LUMO (spin up / spin down)**: 0.1730 / 0.0855 eV
**Spin multiplicity**: 2
**Energy**: -62730.116 eV

Last column: Mulliken charge in e.
Atoms and positions in Å:
V (-0.126, -0.575, 0.818)  0.957
O (-3.261, 4.085, -1.397)  -0.545
C (-2.610, 3.032, -0.864)  1.030
C (-3.159, 1.747, -0.849)  -0.347
C (-2.422, 0.721, -0.288)  -0.348
N (-1.214, 0.910, 0.242)  0.061
C (-0.698, 2.141, 0.261)  0.112
C (-1.352, 3.230, -0.279)  -0.537
C (0.634, 2.088, 0.978)  0.167
O (1.398, 3.042, 1.030)  -0.789
O (0.807, 0.930, 1.481)  -0.641
C (-2.813, -0.719, -0.112)  0.624
O (-3.810, -1.232, -0.596)  -0.724
O (-1.934, -1.316, 0.612)  -1.029
H (-4.131, 3.811, -1.718)  0.290
H (-4.134, 1.528, -1.261)  0.431
H (-0.901, 4.209, -0.250)  0.573
C (4.606, 0.012, -1.465)  -1.035
N (3.553, 0.712, -0.764)  -0.046
C (3.952, 1.388, 0.454)  -0.593
C (2.325, 0.348, -0.990)  0.851
N (1.259, 0.032, -1.317)  -0.641
H (5.353, 0.732, -1.802)  0.349
H (4.195, -0.504, -2.332)  0.376
H (5.096, -0.713, -0.807)  0.267
H (4.791, 2.048, 0.219)  0.340
H (4.253, 0.666, 1.221)  0.249
H (3.129, 1.989, 0.838)  0.156
C (3.847, -3.464, 0.100)  -1.071
N (2.416, -3.616, 0.195)  0.202
C (1.848, -4.794, -0.154)  -0.145
C (0.505, -4.948, -0.139)  -1.056
C (-0.296, -3.812, 0.194)  1.070
N (0.289, -2.660, 0.539)  -0.053
C (1.623, -2.546, 0.619)  0.220
O (2.134, -1.524, 1.058)  -0.615
N (-1.621, -3.896, 0.210)  -0.343
H (4.334, -4.395, 0.392)  0.442
H (4.157, -2.658, 0.762)  0.298
H (4.133, -3.224, -0.928)  0.278
H (2.526, -5.587, -0.426)  0.385
H (0.046, -5.887, -0.391)  0.350
H (-2.080, -4.713, -0.151)  0.192
H (-2.123, -3.012, 0.378)  0.290

***

(5)
Molecular formula: C15H16N6O7PdS
Method: DFT, ωB97M-V/def2-TZVPD

Computed properties:
**Highest occupied orbital energy**: -8.34 eV
**HOMO-LUMO gap**: 7.66 eV
**E_LUMO**: -0.6737 eV
**Energy**: -53398.499 eV

Last column: Mulliken charge in e.
Atoms and positions in Å:
Pd (-0.008, -0.653, -0.333)  0.550
N (1.615, 0.412, -1.043)  -0.423
C (2.792, -0.096, -0.317)  -0.510
C (2.744, -1.598, -0.302)  -0.559
N (1.442, -1.990, 0.292)  -0.433
H (1.731, 0.345, -2.049)  0.278
H (1.487, 1.407, -0.773)  0.270
H (2.706, 0.295, 0.698)  0.257
H (3.726, 0.270, -0.744)  0.439
H (3.580, -2.023, 0.254)  0.385
H (2.770, -1.991, -1.319)  0.299
H (1.478, -1.913, 1.305)  0.309
H (1.220, -2.956, 0.073)  0.271
O (1.100, 2.694, 0.539)  -0.794
C (0.075, 2.077, 0.905)  -0.505
O (0.019, 1.040, 1.616)  -0.605
C (-1.260, 2.552, 0.376)  0.734
C (-1.751, 3.787, 0.700)  -0.429
C (-3.020, 4.175, 0.263)  -0.557
C (-3.814, 3.320, -0.456)  -0.267
C (-3.316, 2.066, -0.783)  -0.279
C (-1.985, 1.667, -0.479)  1.367
O (-1.491, 0.593, -0.994)  -0.937
N (-4.262, 1.135, -1.370)  0.857
O (-4.072, -0.067, -1.222)  -0.620
O (-5.268, 1.580, -1.889)  -0.614
N (-3.538, 5.492, 0.619)  1.024
O (-2.830, 6.212, 1.297)  -0.633
O (-4.620, 5.820, 0.170)  -0.631
H (-1.158, 4.467, 1.296)  0.574
H (-4.816, 3.600, -0.738)  0.618
N (-6.367, -1.372, -0.236)  -0.185
C (-5.795, -2.399, 0.399)  -0.381
S (-6.572, -3.693, 1.039)  -0.296
C (-4.311, -2.256, 0.497)  0.616
C (-3.747, -1.304, 1.332)  -0.479
C (-2.396, -1.041, 1.230)  -0.357
N (-1.623, -1.685, 0.348)  -0.042
C (-2.145, -2.670, -0.389)  -0.201
C (-3.482, -2.999, -0.333)  -0.572
H (-7.361, -1.397, -0.398)  0.206
H (-5.796, -0.701, -0.745)  0.297
H (-4.361, -0.718, 2.003)  0.459
H (-1.905, -0.246, 1.783)  0.705
H (-1.483, -3.146, -1.100)  0.365
H (-3.888, -3.766, -0.977)  0.427

***

(6)
Molecular formula: C15H17AgN5S2
Method: DFT, ωB97M-V/def2-TZVPD

Computed properties:
**Total charge**: +1
**Highest occupied orbital energy**: -10.79 eV
**HOMO-LUMO gap**: 7.95 eV
**E_LUMO**: -2.8452 eV
**Energy**: -48945.744 eV

Last column: Mulliken charge in e.
Atoms and positions in Å:
Ag (-1.670, 0.313, 1.015)  0.303
N (0.502, -1.263, -2.400)  -0.162
C (1.782, -0.669, -2.136)  0.322
C (2.558, -0.092, -3.155)  -0.943
C (3.774, 0.386, -2.802)  -0.441
C (4.287, 0.336, -1.509)  -0.897
C (3.462, -0.105, -0.496)  -0.395
C (2.239, -0.649, -0.806)  0.653
S (1.228, -1.475, 0.397)  -0.190
N (-0.279, -1.110, -0.189)  -0.441
C (-0.467, -1.163, -1.454)  0.510
C (-1.908, -1.098, -1.950)  0.605
C (-2.293, -1.574, -3.147)  -0.334
C (-3.663, -1.442, -3.558)  -0.550
C (-4.500, -0.814, -2.672)  -0.485
C (-4.062, -0.486, -1.410)  -0.305
N (-2.760, -0.573, -1.097)  -0.042
H (0.277, -1.283, -3.379)  0.231
H (2.072, 0.042, -4.079)  0.425
H (4.406, 0.799, -3.573)  0.362
H (5.260, 0.771, -1.313)  0.394
H (3.837, 0.039, 0.499)  0.437
H (-1.628, -2.080, -3.864)  0.336
H (-4.023, -1.753, -4.495)  0.482
H (-5.572, -0.720, -2.909)  0.341
H (-4.658, 0.010, -0.683)  0.429
C (-1.423, 0.173, 5.022)  -0.881
N (-0.313, 0.808, 4.315)  -0.120
C (-0.476, 1.570, 3.242)  0.451
S (-2.075, 2.066, 2.596)  -0.432
N (0.617, 2.009, 2.607)  -0.121
C (2.000, 1.528, 2.853)  -1.030
H (-0.867, -0.237, 5.885)  0.370
H (-2.012, -0.580, 4.370)  0.235
H (-2.127, 0.900, 5.288)  0.364
H (0.658, 0.554, 4.434)  0.241
H (0.567, 2.707, 1.860)  0.287
H (2.518, 2.128, 3.610)  0.377
H (2.579, 1.555, 1.950)  0.285
H (2.156, 0.473, 3.131)  0.327